DFT (wB97M-V/def2-TZVPD) results for a molecular structure, C34H43BaN10S.

The geometry in XYZ format:
```
89
Properties=species:S:1:pos:R:3:lowdin_charge:R:1
Ba 0.692 0.268 -0.519 1.637
C -0.564 -1.599 2.919 -0.211
C -1.253 -2.086 1.655 -0.215
N -1.878 -0.981 0.928 -0.123
C -3.005 -0.353 1.621 -0.247
C -2.936 1.169 1.731 -0.432
S -1.332 1.931 2.024 0.862
C -0.820 1.366 3.663 -0.443
C 0.460 0.534 3.617 -0.292
N 0.400 -0.542 2.640 -0.135
H -0.102 -2.457 3.419 0.107
H -1.312 -1.223 3.618 0.105
H -1.967 -2.876 1.924 0.129
H -0.513 -2.542 0.988 0.090
H -2.187 -1.320 0.024 0.105
H -3.085 -0.774 2.625 0.109
H -3.944 -0.607 1.122 0.127
H -3.627 1.505 2.506 0.088
H -3.261 1.633 0.796 0.048
H -1.645 0.815 4.116 0.078
H -0.651 2.242 4.289 0.079
H 0.670 0.176 4.636 0.123
H 1.291 1.190 3.342 0.114
H 1.315 -0.981 2.553 0.056
C 1.728 -4.537 -2.007 -0.059
C 1.800 -4.430 -3.390 -0.043
C 1.334 -3.282 -3.995 -0.004
C 0.796 -2.246 -3.227 -0.242
N 0.763 -2.337 -1.878 -0.006
C 1.210 -3.463 -1.315 -0.176
C 0.268 -1.010 -3.860 -0.266
C -0.345 -1.072 -5.113 -0.055
C -0.795 0.089 -5.724 -0.086
C -0.604 1.312 -5.089 -0.097
C -0.001 1.336 -3.840 -0.216
C 0.437 0.193 -3.150 -0.348
H 2.062 -5.420 -1.481 0.105
H 2.217 -5.232 -3.985 0.116
H 1.397 -3.157 -5.067 0.117
H 1.133 -3.508 -0.234 0.063
H -0.502 -2.023 -5.612 0.106
H -1.287 0.039 -6.687 0.102
H -0.932 2.227 -5.569 0.100
H 0.106 2.311 -3.366 0.072
C 3.347 -2.359 3.778 -0.181
N 2.715 -2.624 2.467 -0.102
C 3.778 -2.572 1.446 -0.180
N 4.853 -3.521 1.702 -0.082
C 5.420 -3.224 3.023 -0.162
N 4.412 -3.303 4.086 -0.084
C 3.849 -4.656 4.078 -0.162
N 3.244 -4.989 2.784 -0.082
C 2.201 -4.011 2.508 -0.181
C 4.274 -4.868 1.747 -0.160
H 2.577 -2.415 4.553 0.127
H 3.760 -1.347 3.771 0.127
H 4.202 -1.563 1.435 0.126
H 3.344 -2.784 0.465 0.109
H 5.849 -2.220 3.009 0.128
H 6.216 -3.938 3.235 0.130
H 3.088 -4.732 4.856 0.129
H 4.642 -5.373 4.295 0.130
H 1.438 -4.079 3.287 0.118
H 1.740 -4.248 1.549 0.104
H 3.833 -5.100 0.775 0.121
H 5.068 -5.588 1.948 0.130
C -3.658 2.231 -2.041 -0.032
C -2.393 1.685 -1.915 -0.162
N -1.425 2.251 -1.182 -0.042
C -1.707 3.408 -0.584 -0.181
C -2.939 4.045 -0.661 -0.227
C -3.937 3.425 -1.395 -0.007
C -3.167 5.316 0.072 -0.033
C -3.148 6.541 -0.444 -0.022
C -2.854 6.909 -1.846 -0.267
C -3.225 8.156 -2.328 -0.005
C -2.925 8.438 -3.648 -0.117
N -2.299 7.570 -4.439 0.087
C -1.980 6.409 -3.874 -0.191
N -2.220 6.028 -2.626 0.143
H -4.400 1.733 -2.649 0.114
H -2.133 0.766 -2.428 0.100
H -0.904 3.883 -0.034 0.107
H -4.914 3.885 -1.480 0.129
H -3.391 5.222 1.131 0.117
H -3.381 7.371 0.214 0.112
H -3.731 8.877 -1.701 0.114
H -3.193 9.392 -4.088 0.113
H -1.462 5.694 -4.504 0.109
```

Calculated values
- E_HOMO (eV) = -9.82
- orbital gap (eV) = 7.2
- net charge = +1
- molar mass (u) = 761.18
- energy above the lowest of the compared OMol25 structures with the same formula, charge and spin (eV) = 1.0232



DFT (wB97M-V/def2-TZVPD) results for a molecular structure, C34H43BrCuN4Si in a non-equilibrium geometry.

The geometry in XYZ format:
```
84
Properties=species:S:1:pos:R:3:lowdin_charge:R:1
Cu 0.523 0.056 -0.529 0.341
C -1.066 1.846 4.168 -0.027
C 0.230 1.699 3.382 -0.244
C 1.423 2.314 3.730 -0.009
C 2.511 2.209 2.879 -0.088
C 2.354 1.504 1.696 -0.692
Br 3.894 1.368 0.592 0.873
N 1.260 0.873 1.357 0.008
C 0.248 0.938 2.240 -0.084
H -1.517 0.880 4.472 0.093
H -1.779 2.377 3.520 0.074
H -0.877 2.426 5.075 0.077
H 1.507 2.912 4.662 0.134
H 3.387 2.718 3.191 0.096
H -0.641 0.319 1.972 0.139
N -6.231 7.446 0.662 0.157
C -5.273 6.803 0.620 -0.187
C -4.170 5.905 0.470 -0.223
C -4.171 4.687 1.165 -0.005
C -3.224 3.715 0.864 -0.017
C -2.335 3.967 -0.183 -0.168
C -2.303 5.208 -0.830 -0.009
C -3.216 6.190 -0.514 -0.008
C -1.388 2.862 -0.531 -0.031
C -2.021 1.609 -0.875 -0.241
C -3.353 1.527 -1.376 -0.065
C -3.554 0.285 -1.852 -0.081
C -2.349 -0.423 -1.619 -0.143
N -1.420 0.345 -1.011 0.003
C -0.026 3.098 -0.724 -0.245
C 0.732 4.321 -0.674 -0.032
C 1.982 4.044 -1.186 -0.082
C 1.954 2.675 -1.497 -0.259
N 0.818 2.087 -1.232 0.025
H -4.925 4.438 1.908 0.123
H -3.218 2.739 1.279 0.107
H -1.642 5.328 -1.693 0.130
H -3.239 7.087 -1.055 0.107
H -4.083 2.329 -1.410 0.115
H -4.501 -0.125 -2.279 0.113
H -2.059 -1.424 -1.867 0.052
H 0.424 5.253 -0.214 0.105
H 2.829 4.735 -1.272 0.104
H 2.747 2.073 -1.959 0.087
C 3.343 -1.924 -2.162 -0.108
C 1.902 -2.391 -2.220 -0.637
C 1.169 -1.498 -3.207 -0.117
C 1.883 -3.845 -2.733 -0.082
Si 0.951 -2.323 -0.517 0.895
C 2.127 -2.889 0.979 -0.618
C 2.803 -4.214 0.651 -0.105
C 1.426 -3.065 2.294 -0.115
C 3.248 -1.872 1.219 -0.142
C -0.690 -3.420 -0.483 -0.591
C -1.445 -3.576 -1.839 -0.113
C -1.628 -2.839 0.577 -0.114
C -0.462 -4.854 -0.043 -0.120
H 3.700 -1.818 -3.187 0.086
H 3.976 -2.611 -1.630 0.065
H 3.452 -0.897 -1.748 0.066
H 1.544 -1.634 -4.218 0.083
H 1.285 -0.402 -3.056 0.082
H 0.110 -1.753 -3.265 0.052
H 2.392 -3.901 -3.693 0.085
H 0.872 -4.235 -2.820 0.058
H 2.381 -4.568 -2.093 0.065
H 2.100 -4.993 0.388 0.054
H 3.410 -4.576 1.487 0.088
H 3.510 -4.176 -0.185 0.068
H 0.697 -3.886 2.286 0.065
H 0.931 -2.133 2.557 0.069
H 2.125 -3.273 3.099 0.087
H 3.648 -1.558 0.269 0.014
H 4.029 -2.270 1.918 0.108
H 2.857 -1.047 1.783 0.023
H -1.276 -2.818 -2.653 0.058
H -2.550 -3.651 -1.710 0.099
H -1.164 -4.514 -2.292 0.060
H -1.902 -1.815 0.355 0.041
H -1.185 -2.873 1.570 0.063
H -2.544 -3.441 0.580 0.090
H 0.286 -5.341 -0.646 0.065
H -1.411 -5.364 -0.125 0.085
H -0.140 -4.969 0.993 0.065
```

Calculated values
- E_HOMO (alpha / beta) (eV) = -7.27 / -7.30
- orbital gap (alpha / beta) (eV) = 6.5 / 6.4
- multiplicity = 2
- molar mass (u) = 679.28
- energy above the lowest of the compared OMol25 structures with the same formula, charge and spin (eV) = 1.3594



DFT (wB97M-V/def2-TZVPD) results for a molecular structure, C34H43CuO3PSSi.

The geometry in XYZ format:
```
84
Properties=species:S:1:pos:R:3:lowdin_charge:R:1
Cu -0.861 -0.326 -0.201 0.171
C 0.145 5.850 -2.611 -0.081
C 0.096 5.413 -1.296 -0.075
C -0.297 4.113 -1.014 -0.083
C -0.646 3.243 -2.045 -0.353
C -0.593 3.690 -3.365 -0.088
C -0.199 4.989 -3.644 -0.074
P -1.198 1.567 -1.625 1.102
C -0.700 0.575 -3.082 -0.363
C -1.593 -0.222 -3.789 -0.067
C -1.137 -1.040 -4.814 -0.070
C 0.211 -1.069 -5.139 -0.080
C 1.106 -0.272 -4.439 -0.075
C 0.653 0.542 -3.415 -0.110
C -3.002 1.581 -1.682 -0.314
C -3.775 2.568 -2.229 -0.063
C -5.181 2.439 -2.230 -0.073
C -5.769 1.329 -1.693 -0.029
C -4.993 0.297 -1.109 -0.168
C -5.579 -0.859 -0.538 -0.042
C -4.789 -1.818 0.025 -0.075
C -3.381 -1.669 0.056 -0.099
C -2.770 -0.561 -0.472 -0.169
C -3.586 0.432 -1.080 -0.218
H 0.456 6.863 -2.834 0.104
H 0.367 6.081 -0.489 0.105
H -0.332 3.771 0.012 0.075
H -0.854 3.016 -4.172 0.112
H -0.160 5.329 -4.671 0.106
H -2.646 -0.220 -3.539 0.108
H -1.840 -1.660 -5.354 0.105
H 0.565 -1.714 -5.933 0.103
H 2.160 -0.292 -4.684 0.105
H 1.363 1.153 -2.868 0.104
H -3.315 3.446 -2.669 0.101
H -5.787 3.223 -2.664 0.102
H -6.847 1.225 -1.699 0.112
H -6.657 -0.968 -0.558 0.109
H -5.236 -2.705 0.456 0.102
H -2.780 -2.452 0.504 0.087
C 1.502 0.751 3.564 -0.014
C 0.259 0.782 2.688 -0.617
C 0.005 2.190 2.175 -0.039
C -0.964 0.249 3.419 -0.011
O 0.479 -0.029 1.507 -0.244
Si 1.170 -1.555 1.347 -0.141
S 0.311 -2.266 -0.398 0.466
O 0.791 -2.331 2.731 -0.153
C 1.277 -3.564 3.285 -0.640
C 1.457 -4.599 2.183 -0.042
C 2.596 -3.293 3.998 -0.024
C 0.213 -4.012 4.276 -0.029
O 2.804 -1.422 1.351 -0.146
C 3.714 -0.908 0.367 -0.644
C 3.138 0.332 -0.308 -0.035
C 4.980 -0.554 1.135 -0.028
C 3.996 -1.998 -0.660 -0.033
H 1.361 1.401 4.430 0.094
H 2.370 1.103 3.004 0.085
H 1.705 -0.259 3.919 0.074
H -0.141 2.876 3.012 0.096
H -0.893 2.212 1.554 0.067
H 0.853 2.536 1.582 0.083
H -1.182 0.872 4.289 0.093
H -0.798 -0.775 3.750 0.079
H -1.834 0.268 2.758 0.088
H 2.190 -4.260 1.447 0.075
H 0.515 -4.778 1.666 0.082
H 1.815 -5.540 2.605 0.091
H 3.362 -2.981 3.289 0.077
H 2.937 -4.191 4.517 0.089
H 2.465 -2.499 4.736 0.085
H -0.737 -4.163 3.763 0.089
H 0.074 -3.253 5.047 0.086
H 0.503 -4.946 4.759 0.087
H 2.915 1.105 0.428 0.082
H 2.220 0.085 -0.845 0.046
H 3.857 0.733 -1.025 0.093
H 4.764 0.190 1.903 0.082
H 5.737 -0.148 0.461 0.088
H 5.387 -1.441 1.620 0.086
H 3.083 -2.276 -1.185 0.051
H 4.398 -2.882 -0.162 0.089
H 4.730 -1.649 -1.389 0.088
```

Calculated values
- E_HOMO (alpha / beta) (eV) = -7.60 / -8.04
- orbital gap (alpha / beta) (eV) = 8.0 / 7.1
- multiplicity = 2
- molar mass (u) = 654.39
- energy above the lowest of the compared OMol25 structures with the same formula, charge and spin (eV) = 0.0000